Entry 1:
Below is a 2-piece molecular cluster, C4H12 overall at a distorted geometry, with properties calculated with ωB97M-V/def2-TZVPD.

```
16
C4H12, DFT ωB97M-V/def2-TZVPD
C 1.303 -0.179 -1.541
C 1.830 -0.904 -0.287
H 0.222 -0.242 -1.523
H 1.523 0.893 -1.503
H 1.724 -0.661 -2.423
H 1.652 -0.363 0.644
H 2.864 -1.228 -0.374
H 1.240 -1.824 -0.263
C -1.645 -0.213 1.108
C -1.473 1.302 0.738
H -1.665 -0.762 0.177
H -0.768 -0.425 1.714
H -2.589 -0.375 1.628
H -2.215 2.044 1.014
H -1.264 1.328 -0.335
H -0.571 1.721 1.207
```

Summary:
* ΔE to the lowest compared entry with this formula, charge and spin: 40.1 kJ/mol
* SMILES: CC.CC



Entry 2:
Below is a 2-piece molecular cluster, C4H12 overall at a distorted geometry, with properties calculated with ωB97M-V/def2-TZVPD.

```
16
C4H12, DFT ωB97M-V/def2-TZVPD
C 1.352 1.610 -0.361
C 0.295 1.033 -1.285
H 1.159 1.585 0.715
H 2.317 1.099 -0.381
H 1.517 2.665 -0.587
H 0.216 1.588 -2.207
H -0.701 0.978 -0.879
H 0.492 -0.003 -1.505
C -0.044 -1.189 0.779
C -1.595 -1.467 0.814
H 0.540 -1.595 1.595
H 0.156 -1.518 -0.224
H -0.097 -0.131 1.005
H -2.219 -0.677 0.405
H -1.942 -1.520 1.854
H -1.803 -2.445 0.384
```

Summary:
* ΔE to the lowest compared entry with this formula, charge and spin: 78.8 kJ/mol
* SMILES: CC.CC



Entry 3:
Below is a 2-piece molecular cluster, C4H12 overall at a distorted geometry, with properties calculated with ωB97M-V/def2-TZVPD.

```
16
C4H12, DFT ωB97M-V/def2-TZVPD
C -0.354 1.505 -1.575
C 0.757 0.774 -2.229
H -0.128 2.587 -1.493
H -1.245 1.386 -2.251
H -0.556 1.059 -0.622
H 0.609 -0.231 -2.019
H 1.772 1.068 -1.769
H 0.807 1.173 -3.291
C -0.710 -0.677 1.516
C 0.212 -1.623 2.244
H -0.404 -0.663 0.447
H -1.737 -0.840 1.774
H -0.515 0.343 1.795
H -0.023 -2.680 2.104
H 1.289 -1.498 2.013
H 0.228 -1.683 3.356
```

Summary:
* ΔE to the lowest compared entry with this formula, charge and spin: 72.4 kJ/mol
* SMILES: CC.CC



Entry 4:
Below is a 2-piece molecular cluster, C4H12 overall at a distorted geometry, with properties calculated with ωB97M-V/def2-TZVPD.

```
16
C4H12, DFT ωB97M-V/def2-TZVPD
C -0.475 1.795 -1.284
C 0.293 2.026 -0.003
H 0.188 1.917 -2.160
H -1.068 0.875 -1.369
H -1.330 2.444 -1.484
H 1.357 2.186 -0.153
H 0.210 1.238 0.761
H -0.011 3.003 0.429
C 0.636 -2.510 0.602
C -0.389 -1.412 0.772
H 1.595 -2.116 0.256
H 0.964 -2.921 1.537
H 0.296 -3.217 -0.145
H -0.637 -0.913 -0.167
H -0.292 -0.514 1.366
H -1.339 -1.881 1.040
```

Summary:
* ΔE to the lowest compared entry with this formula, charge and spin: 66.6 kJ/mol
* SMILES: CC.CC



Entry 5:
Below is a 2-piece molecular cluster, C4H12 overall at a distorted geometry, with properties calculated with ωB97M-V/def2-TZVPD.

```
16
C4H12, DFT ωB97M-V/def2-TZVPD
C 0.899 -0.725 2.035
C -0.610 -0.486 2.512
H 0.895 -1.828 1.763
H 1.334 -0.045 1.325
H 1.636 -0.711 2.876
H -0.655 -0.824 3.514
H -1.388 -1.106 2.221
H -0.745 0.566 2.234
C 0.033 -0.094 -2.150
C -0.337 1.378 -2.476
H 0.152 -0.253 -1.162
H -0.854 -0.678 -2.629
H 1.037 -0.428 -2.409
H -1.401 1.545 -2.844
H 0.386 1.709 -3.228
H -0.383 1.981 -1.583
```

Summary:
* ΔE to the lowest compared entry with this formula, charge and spin: 157.1 kJ/mol
* SMILES: CC.CC



Entry 6:
Below is a 2-piece molecular cluster, C4H12 overall at a distorted geometry, with properties calculated with ωB97M-V/def2-TZVPD.

```
16
C4H12, DFT ωB97M-V/def2-TZVPD
C 2.153 0.345 0.126
C 2.956 -0.379 -0.995
H 2.619 1.182 0.636
H 1.177 0.516 -0.395
H 1.793 -0.395 0.947
H 2.748 0.043 -2.003
H 2.633 -1.420 -1.032
H 3.953 -0.315 -0.596
C -2.723 -0.211 0.986
C -2.326 0.453 -0.318
H -1.926 -0.336 1.761
H -3.327 0.159 1.812
H -3.051 -1.268 0.842
H -2.043 -0.449 -0.914
H -3.161 0.996 -0.768
H -1.475 1.079 -0.089
```

Summary:
* ΔE to the lowest compared entry with this formula, charge and spin: 119.1 kJ/mol
* SMILES: CC.CC



Entry 7:
Below is a 2-piece molecular cluster, C4H12 overall at a distorted geometry, with properties calculated with ωB97M-V/def2-TZVPD.

```
16
C4H12, DFT ωB97M-V/def2-TZVPD
C 0.682 1.332 1.789
C -0.523 1.566 0.878
H 0.361 1.282 2.834
H 1.198 0.391 1.581
H 1.388 2.164 1.772
H -1.098 2.400 1.275
H -1.155 0.698 0.664
H -0.201 1.951 -0.095
C 0.035 -1.861 -0.693
C -0.205 -1.022 -1.962
H 0.387 -1.280 0.146
H -0.853 -2.438 -0.478
H 0.868 -2.550 -0.878
H -1.253 -1.090 -2.265
H 0.356 -1.357 -2.822
H -0.003 0.040 -1.842
```

Summary:
* ΔE to the lowest compared entry with this formula, charge and spin: 22.4 kJ/mol
* SMILES: CC.CC



Entry 8:
Below is a 2-piece molecular cluster, C4H12 overall at a distorted geometry, with properties calculated with ωB97M-V/def2-TZVPD.

```
16
C4H12, DFT ωB97M-V/def2-TZVPD
C 1.223 -1.665 1.498
C 1.957 -0.628 0.633
H 1.522 -2.733 1.505
H 1.201 -1.255 2.579
H 0.189 -1.625 1.257
H 2.939 -0.933 0.523
H 1.476 -0.604 -0.451
H 1.803 0.402 1.051
C -0.919 0.922 -1.480
C -2.215 1.377 -0.683
H -0.227 0.678 -0.619
H -1.203 0.034 -2.132
H -0.546 1.705 -2.085
H -2.005 1.114 0.417
H -2.375 2.452 -0.923
H -3.049 0.736 -0.927
```

Summary:
* ΔE to the lowest compared entry with this formula, charge and spin: 100.4 kJ/mol
* SMILES: CC.CC



Which value of ΔE to the lowest compared entry with this formula, charge and spin does entry 2 give?
78.8 kJ/mol



Which of these has the lowest ΔE to the lowest compared entry with this formula, charge and spin?
number 7



Repeat the fourth record exactly.
Below is a 2-piece molecular cluster, C4H12 overall at a distorted geometry, with properties calculated with ωB97M-V/def2-TZVPD.

```
16
C4H12, DFT ωB97M-V/def2-TZVPD
C -0.475 1.795 -1.284
C 0.293 2.026 -0.003
H 0.188 1.917 -2.160
H -1.068 0.875 -1.369
H -1.330 2.444 -1.484
H 1.357 2.186 -0.153
H 0.210 1.238 0.761
H -0.011 3.003 0.429
C 0.636 -2.510 0.602
C -0.389 -1.412 0.772
H 1.595 -2.116 0.256
H 0.964 -2.921 1.537
H 0.296 -3.217 -0.145
H -0.637 -0.913 -0.167
H -0.292 -0.514 1.366
H -1.339 -1.881 1.040
```

Summary:
* ΔE to the lowest compared entry with this formula, charge and spin: 66.6 kJ/mol
* SMILES: CC.CC